Run one
This record from OMol25 describes a cluster of 2 separate species, C5H11NO2 in total. The level of theory is ωB97M-V with the def2-TZVPD basis set.

Results
molecular weight = 117.15 g/mol
orbital gap = 6.5 eV
highest occupied orbital energy = -7.32 eV

Structure (XYZ):
```
19
C5H11NO2, DFT ωB97M-V with the def2-TZVPD basis set
C 1.32753 -0.64408 0.86341
C 0.95080 -1.51043 -0.28508
C -0.13871 -1.53191 -1.02493
N 2.05506 -2.47563 -0.67070
H 0.40027 -0.23043 1.27518
H 1.75975 -1.26131 1.65981
H 1.96028 0.19847 0.58928
H -0.25673 -2.25676 -1.82428
H -0.90305 -0.79723 -0.81744
H 2.30945 -3.14746 0.05750
H 2.85662 -1.86885 -0.86547
H 1.79654 -2.98827 -1.50756
O -0.43343 1.42164 -0.79296
C -1.13704 1.51494 0.23874
O -1.41476 0.57545 1.02580
C -1.68504 2.89472 0.60888
H -0.92082 3.44046 1.17013
H -1.95058 3.50959 -0.24666
H -2.52763 2.75714 1.28550
```

---

Run two
This record from OMol25 describes the molecule C5H11NO2. The level of theory is ωB97M-V with the def2-TZVPD basis set.

Results
molecular weight = 117.15 g/mol
orbital gap = 9.9 eV
highest occupied orbital energy = -9.70 eV

Structure (XYZ):
```
19
C5H11NO2, DFT ωB97M-V with the def2-TZVPD basis set
C -0.17215 -1.96226 -0.35212
C -0.03068 -0.44266 -0.86557
C -1.03526 -0.16864 -1.81043
C -0.09593 0.51948 0.34266
C 1.50192 1.62134 1.93585
H -0.26590 -2.63592 -1.48290
H -1.18198 -2.21654 0.01132
H 0.66991 -2.20226 0.09501
H 0.71771 -0.48222 -1.49218
H -0.98217 1.00568 -2.05356
H -2.29937 -0.16559 -1.46370
H -1.29859 -0.88419 -2.67563
H -0.60484 0.00956 1.15289
H -0.92521 1.09638 0.19631
H 1.93937 0.88608 0.11750
H -0.32307 1.05935 2.64655
N 1.22507 0.83630 0.81785
O 0.59053 1.77301 2.86112
O 2.57063 2.35310 2.01902
```

---

Run three
This record from OMol25 describes a cluster of 2 separate species, C5H11NO2 in total. The level of theory is ωB97M-V with the def2-TZVPD basis set.

Results
molecular weight = 117.15 g/mol
orbital gap = 10.7 eV
highest occupied orbital energy = -10.18 eV

Structure (XYZ):
```
19
C5H11NO2, DFT ωB97M-V with the def2-TZVPD basis set
N -1.60074 1.07666 0.37291
C -2.62681 1.33008 1.25056
O -3.67006 0.45853 1.15451
O -2.65625 2.23460 2.03550
H -1.46101 0.13070 0.06711
H -0.79229 1.66303 0.49268
H -3.61678 -0.04814 0.33457
C 0.43240 -1.79455 -0.32899
C 1.69034 -1.16814 -0.93868
C 1.64195 0.33189 -0.89116
C 2.13572 1.06880 0.09051
H -0.45412 -1.33801 -0.76532
H 0.38523 -2.86504 -0.51484
H 0.39837 -1.63577 0.74970
H 1.71696 -1.49859 -1.97850
H 2.57957 -1.52920 -0.42697
H 1.17783 0.82854 -1.73957
H 2.09473 2.14799 0.09216
H 2.62498 0.60660 0.94383
```

---

Relative to the most stable one, in hartree, the structures come out at run one 0.0833; run two 0.1479; run three 0.0000.

---

Run one
This record from OMol25 describes a cluster of 2 separate species, C5H11NO2 in total. The level of theory is ωB97M-V with the def2-TZVPD basis set.

Results
molecular weight = 117.15 g/mol
orbital gap = 10.3 eV
highest occupied orbital energy = -9.69 eV

Structure (XYZ):
```
19
C5H11NO2, DFT ωB97M-V with the def2-TZVPD basis set
C 0.02503 0.32645 -1.03997
N -0.24585 -0.10995 0.21606
C -0.49920 -1.53734 0.43876
C -0.45868 -1.77603 1.99437
C 0.48905 -0.65545 2.49820
C 0.39004 0.42847 1.50248
O -0.35466 -0.20920 -2.10810
H 0.41785 1.30760 -1.07116
H -1.39327 -1.87378 0.04277
H 0.06292 -2.24918 -0.20315
H -0.28678 -2.80362 2.31637
H -1.43875 -1.48918 2.39227
H 1.52780 -1.08180 2.55070
H 0.31294 -0.34624 3.49280
H 1.47224 0.87739 1.35414
H -0.43315 1.23864 1.71955
H 0.80881 2.68869 -2.13857
H 0.15381 2.00467 -3.27299
O 0.45955 2.93168 -3.02417
```

---

Run two
This record from OMol25 describes a structure of composition C5H11NO2. The level of theory is ωB97M-V with the def2-TZVPD basis set.

Results
molecular weight = 117.15 g/mol
orbital gap = 9.8 eV
highest occupied orbital energy = -9.46 eV

Structure (XYZ):
```
19
C5H11NO2, DFT ωB97M-V with the def2-TZVPD basis set
C -1.51506 0.32340 1.12129
O -3.18157 0.63270 0.47298
C -0.49145 0.20443 -0.14318
C 0.46333 -0.94346 0.15119
C 1.73211 -0.77302 -0.73152
C 2.39735 0.49216 -0.32695
O 1.95344 1.14372 0.65201
N -1.29379 -0.14179 -1.38940
H -2.52033 0.98949 1.20890
H -1.07829 0.94561 1.94691
H -1.67606 -0.64967 1.57902
H 0.04286 1.12703 -0.32980
H 0.71161 -0.87042 1.20727
H 0.06917 -1.91657 -0.06759
H 2.64087 -0.66839 0.10026
H 2.01833 -1.36324 -1.59711
H 3.22017 0.80387 -0.97202
H -1.25031 0.70680 -1.92426
H -2.24239 -0.04266 -0.95800
```

---

Run three
This record from OMol25 describes a cluster of 2 separate species, C5H11NO2 in total. The level of theory is ωB97M-V with the def2-TZVPD basis set.

Results
molecular weight = 117.15 g/mol
orbital gap = 3.6 eV
highest occupied orbital energy = -8.68 eV

Structure (XYZ):
```
19
C5H11NO2, DFT ωB97M-V with the def2-TZVPD basis set
C 1.14043 -0.90979 -0.98955
N 2.34543 -0.17968 -0.69004
C 2.94815 -0.69377 0.43608
O 2.38297 -1.15341 1.49077
C 0.00840 -0.42154 -0.12896
C -0.32250 1.07296 -0.02096
C -1.77667 1.60460 0.02533
O -2.71184 -0.96217 0.62140
H 1.29437 -1.93577 -0.49480
H 1.02886 -0.72202 -2.12227
H 0.38388 1.57619 -0.71831
H 4.00927 -0.51455 0.37270
H -0.91649 -0.81271 -0.57729
H 0.11348 -0.97889 0.86493
H 0.18182 1.50739 0.98017
H -1.91591 2.61205 -0.49418
H -2.53277 0.91958 -0.51515
H -2.39710 1.60891 0.94574
H -3.26381 -1.61739 1.01440
```

---

Relative to the most stable one, in hartree, the structures come out at run one 0.0000; run two 0.2107; run three 0.2962.